1.
Density functional theory data (the ωB97M-V functional and the def2-TZVPD basis) for a molecular structure, C3H5N5.

Geometry as ORCA input:
```
! wB97M-V def2-TZVPD RIJCOSX def2/J DEFGRID3
* xyz 0 1
C 0.48 -0.49 -1.64
C -0.42 -0.56 -0.62
C -0.21 1.23 2.22
H 1.02 0.49 -1.84
H -0.15 -0.67 -2.59
H 1.32 -1.53 -1.31
H -1.71 -2.02 -1.07
H -0.47 1.41 3.14
N -1.47 -1.16 -0.48
N 0.13 0.27 0.45
N -0.66 0.24 1.47
N 0.89 1.69 1.62
N 1.22 1.10 0.64
*
```

**HOMO**: -9.85 eV
**Frontier orbital gap**: 10.079 eV
**ΔE to the lowest compared entry with this formula, charge and spin**: 120.5 kcal per mole
**F_max**: 8.90 eV/A
**Energy**: -10637.64863 eV



2.
Density functional theory data (the ωB97M-V functional and the def2-TZVPD basis) for a gas-phase ion, C3H7N2 (charge +1).

Geometry as ORCA input:
```
! wB97M-V def2-TZVPD RIJCOSX def2/J DEFGRID3
* xyz 1 3
C -1.01 0.20 0.26
C -0.31 1.43 -0.04
C 1.41 -0.51 0.11
N 0.60 0.42 0.73
N -2.02 -0.55 0.10
H -0.28 1.51 -1.09
H -0.53 2.45 0.42
H 1.11 -0.61 -0.96
H 2.41 -0.26 0.10
H 1.19 -1.46 0.51
H -3.04 -0.17 -0.09
H -1.98 -1.50 0.48
*
```

**⟨S²⟩**: 2.0069
**HOMO (alpha / beta)**: -11.39 / -16.14 eV
**Frontier orbital gap (alpha / beta)**: 7.526 / 7.740 eV
**ΔE to the lowest compared entry with this formula, charge and spin**: 56.8 kcal per mole
**F_max**: 5.74 eV/A
**Energy**: -6190.14742 eV



3.
Density functional theory data (the ωB97M-V functional and the def2-TZVPD basis) for C15H16BrN5O6 in the gas phase.

Geometry as ORCA input:
```
! wB97M-V def2-TZVPD RIJCOSX def2/J DEFGRID3
* xyz 0 1
C 3.59 4.24 -3.20
O 4.22 3.13 -3.84
C 4.29 2.02 -3.05
C 5.59 1.47 -2.98
C 5.82 0.34 -2.20
Br 7.62 -0.38 -2.25
C 4.81 -0.27 -1.55
C 3.49 0.31 -1.53
C 2.47 -0.23 -0.63
N 1.21 -0.43 -1.00
N 0.23 -1.16 -0.19
C -1.03 -0.57 -0.02
O -1.21 0.64 0.03
C -2.18 -1.46 0.16
C -2.98 -1.47 -1.25
N -3.01 -1.09 1.32
C -3.90 0.01 1.45
C -4.45 -0.28 2.69
N -5.33 0.62 3.27
O -5.41 0.67 4.53
O -6.11 1.31 2.49
C -3.78 -1.34 3.37
O -4.18 -1.85 4.65
C -3.31 -2.73 5.24
N -2.94 -1.87 2.51
C 3.25 1.45 -2.30
O 2.01 1.88 -2.40
H 4.08 4.56 -2.20
H 2.51 4.14 -3.09
H 3.82 5.08 -3.93
H 6.38 1.95 -3.55
H 5.07 -1.19 -1.07
H 2.81 -0.60 0.33
H 0.99 0.25 -1.74
H 0.32 -2.19 -0.23
H -1.74 -2.47 0.21
H -3.95 -2.03 -1.12
H -2.52 -1.87 -2.13
H -3.15 -0.45 -1.67
H -4.14 0.76 0.69
H -3.73 -3.69 5.12
H -3.23 -2.44 6.27
H -2.32 -2.74 4.80
*
```

**SMILES**: COC1=CC(Br)=C/C(=C/NNC(=O)[C@H](C)n2cc([N+](=O)[O-])c(OC)n2)C1=O
**HOMO**: -7.78 eV
**Frontier orbital gap**: 6.545 eV
**ΔE to the lowest compared entry with this formula, charge and spin**: 54.7 kcal per mole
**F_max**: 5.37 eV/A
**Energy**: -105583.89053 eV



4.
Density functional theory data (the ωB97M-V functional and the def2-TZVPD basis) for a molecular structure, C33H54AlBr5CaCsF4N6NaO10.

Geometry as ORCA input:
```
! wB97M-V def2-TZVPD RIJCOSX def2/J DEFGRID3
* xyz 0 1
O 0.26 -0.34 2.85
C 0.75 -0.86 1.92
N 1.25 -1.41 0.93
C 0.31 -2.45 0.40
C 0.38 -3.65 1.38
O -0.30 -3.87 2.33
N 1.50 -4.42 0.90
C 2.01 -3.89 -0.39
C 2.37 -5.15 -1.20
C 3.60 -4.90 -2.04
O 4.07 -3.79 -2.29
O 4.30 -6.03 -2.55
C 0.82 -3.02 -0.94
C 1.12 -2.01 -2.05
C 0.01 -1.93 -3.14
C -1.17 -1.12 -2.51
C -2.49 -1.52 -3.20
C -3.77 -1.34 -2.33
C -3.56 -0.54 -0.99
C -4.94 -0.64 -0.14
C -4.76 -1.62 1.03
C -3.78 -1.07 2.10
C -3.68 0.48 2.00
C -3.14 1.18 3.26
C -2.15 2.31 2.90
N -2.50 2.86 1.59
C -1.81 2.62 0.46
C -2.43 3.24 -0.59
C -3.57 3.92 -0.04
C -3.54 3.65 1.30
H -0.71 -2.04 0.40
H 2.19 -4.20 1.62
H 2.78 -3.14 -0.20
H 1.43 -5.57 -1.80
H 2.64 -5.92 -0.47
H 4.46 -6.70 -1.86
H -0.02 -3.70 -1.20
H 2.11 -2.20 -2.49
H 1.20 -1.01 -1.62
H -0.34 -2.92 -3.45
H 0.42 -1.41 -4.01
H -0.93 -0.05 -2.62
H -1.13 -1.35 -1.45
H -2.60 -0.90 -4.10
H -2.49 -2.56 -3.57
H -4.50 -0.74 -2.96
H -4.27 -2.30 -2.17
H -2.84 -1.07 -0.36
H -3.29 0.54 -1.12
H -5.34 0.37 0.16
H -5.71 -1.12 -0.84
H -5.72 -1.95 1.44
H -4.30 -2.53 0.60
H -3.96 -1.41 3.12
H -2.78 -1.44 1.83
H -4.69 0.88 1.81
H -3.07 0.67 1.11
H -2.72 0.43 3.94
H -4.01 1.60 3.80
H -1.13 1.93 2.93
H -2.21 3.06 3.70
H -0.91 2.03 0.35
H -2.13 3.21 -1.63
H -4.29 4.51 -0.58
H -4.27 4.04 2.00
Na 6.41 -5.00 -2.26
C 3.16 -7.99 -5.59
Br 1.43 -8.43 -4.80
Br 4.35 -9.49 -5.55
Br 2.96 -7.26 -7.36
H 3.60 -7.21 -4.97
C 1.71 6.61 -2.08
O 0.69 6.69 -2.76
N 1.96 5.64 -1.18
C 3.18 5.61 -0.40
C 0.96 4.60 -0.97
H 2.52 7.35 -2.16
H 3.72 4.68 -0.61
H 2.94 5.66 0.66
H 3.82 6.45 -0.66
H 0.79 4.07 -1.92
H 0.02 5.05 -0.66
H 1.31 3.90 -0.22
C 0.11 -7.00 3.33
C 0.38 -8.39 2.93
N 0.58 -9.47 2.60
H -0.18 -6.97 4.38
H 1.01 -6.40 3.20
H -0.68 -6.58 2.72
F 11.40 -8.11 -2.13
Al 10.29 -7.70 -0.91
F 11.05 -6.75 0.29
F 9.62 -9.11 -0.21
F 9.00 -6.77 -1.61
Ca 1.50 -5.74 -3.64
O 1.13 9.96 -0.12
C -0.03 9.98 0.28
C -1.04 9.26 -1.03
O -2.21 9.29 -0.65
H -0.51 10.96 0.45
H -0.30 9.38 1.16
H -0.57 8.27 -1.21
H -0.77 9.84 -1.93
Cs -6.07 1.51 -1.31
Br 1.08 4.14 2.84
C 0.68 6.01 2.51
C -0.54 6.46 3.26
Br -2.17 5.77 2.45
H 0.59 6.10 1.43
H 1.55 6.57 2.85
H -0.62 7.55 3.21
H -0.56 6.14 4.29
N -0.33 2.28 5.71
O 0.87 2.42 6.01
O -1.05 3.29 5.53
O -0.82 1.14 5.58
*
```

**HOMO**: -6.23 eV
**Frontier orbital gap**: 3.983 eV
**F_max**: 6.37 eV/A
**Energy**: -455588.30800 eV



5.
Density functional theory data (the ωB97M-V functional and the def2-TZVPD basis) for C3H5N3 in the gas phase.

Geometry as ORCA input:
```
! wB97M-V def2-TZVPD RIJCOSX def2/J DEFGRID3
* xyz 0 1
H 1.68 1.98 -0.13
N 0.87 1.55 -0.59
C 0.78 0.33 -0.26
C 1.73 -0.28 0.68
N 2.45 -0.71 1.48
N -0.26 -0.49 -0.70
C -1.56 -0.27 -0.06
H 0.00 -1.47 -0.68
H -1.55 -0.54 1.00
H -2.31 -0.88 -0.57
H -1.84 0.78 -0.17
*
```

**SMILES**: [H]/N=C(\C#N)NC
**HOMO**: -10.02 eV
**Frontier orbital gap**: 10.282 eV
**ΔE to the lowest compared entry with this formula, charge and spin**: 28.5 kcal per mole
**F_max**: 1.12 eV/A
**Energy**: -7661.21913 eV



6.
Density functional theory data (the ωB97M-V functional and the def2-TZVPD basis) for C4H5NO2S in the gas phase.

Geometry as ORCA input:
```
! wB97M-V def2-TZVPD RIJCOSX def2/J DEFGRID3
* xyz 0 1
C -1.27 -0.88 1.15
N -0.22 -0.39 0.10
C -0.28 0.94 -0.52
O -1.28 1.66 -0.64
C 1.13 1.32 -1.01
S 2.19 -0.33 -1.12
C 0.82 -1.19 0.01
O 0.93 -2.36 0.44
H -0.71 -0.55 2.18
H -1.82 -2.00 1.13
H -2.21 -0.09 1.02
H 1.68 2.26 -0.62
H 1.03 1.60 -2.12
*
```

**SMILES**: CN1C(=O)CSC1=O
**HOMO**: -9.70 eV
**Frontier orbital gap**: 10.079 eV
**ΔE to the lowest compared entry with this formula, charge and spin**: 57.9 kcal per mole
**F_max**: 5.18 eV/A
**Energy**: -20647.66952 eV



7.
Density functional theory data (the ωB97M-V functional and the def2-TZVPD basis) for 4 unconnected molecules or ions with the total composition C6H14O2.

Geometry as ORCA input:
```
! wB97M-V def2-TZVPD RIJCOSX def2/J DEFGRID3
* xyz 0 1
C -2.82 -0.05 -0.29
C -3.41 1.11 -0.07
C -1.34 -0.32 -0.14
C -0.45 0.83 -0.22
C 0.53 1.05 0.73
C 1.46 2.04 0.65
H -3.45 -0.93 -0.34
H -4.45 1.26 -0.29
H -2.84 1.99 0.21
H -1.17 -0.78 0.84
H -1.08 -1.12 -0.85
H -0.43 1.42 -1.13
H 0.73 0.25 1.43
H 2.62 -2.03 -0.17
H 1.57 2.75 -0.16
H 2.31 1.97 1.30
H 4.00 0.33 -0.91
H 2.88 -0.79 -1.09
O 3.19 0.11 -1.36
H 0.43 -3.78 0.79
H 1.29 -2.46 0.39
O 0.43 -2.83 0.69
*
```

**HOMO**: -6.58 eV
**Frontier orbital gap**: 3.468 eV
**ΔE to the lowest compared entry with this formula, charge and spin**: 177.6 kcal per mole
**F_max**: 1.78 eV/A
**Energy**: -10536.91439 eV



8.
Density functional theory data (the ωB97M-V functional and the def2-TZVPD basis) for a molecular structure, C5H18NNiO.

Geometry as ORCA input:
```
! wB97M-V def2-TZVPD RIJCOSX def2/J DEFGRID3
* xyz -1 3
C 3.01 2.98 2.04
Ni 0.18 0.79 -0.15
N 1.00 1.16 -1.97
H 1.12 0.65 1.03
H 3.50 2.85 2.97
H 2.55 3.96 1.98
H 2.26 2.18 1.96
H 3.74 2.90 1.22
H 0.30 1.50 -2.63
H 1.38 0.28 -2.36
H 1.75 1.85 -1.95
C -3.16 -0.84 -0.91
C -1.99 -0.32 -0.11
O -0.74 -0.69 -0.79
C -0.13 -1.97 -0.53
C -0.15 -2.40 0.92
H -3.07 -0.54 -1.96
H -4.08 -0.40 -0.52
H -3.23 -1.93 -0.85
H -2.02 0.80 -0.07
H -2.02 -0.70 0.92
H -0.64 -2.67 -1.20
H 0.91 -1.85 -0.87
H -1.17 -2.44 1.33
H 0.26 -3.41 0.98
H 0.47 -1.75 1.54
*
```

**⟨S²⟩**: 2.0068
**HOMO (alpha / beta)**: 0.86 / -2.29 eV
**Frontier orbital gap (alpha / beta)**: 2.732 / 5.773 eV
**F_max**: 2.77 eV/A
**Energy**: -50053.65125 eV



9.
Density functional theory data (the ωB97M-V functional and the def2-TZVPD basis) for a gas-phase ion, C9H17N2O2P2S (charge +1).

Geometry as ORCA input:
```
! wB97M-V def2-TZVPD RIJCOSX def2/J DEFGRID3
* xyz 1 1
C 3.22 -0.75 1.88
C 2.08 -1.13 0.92
P 1.22 0.36 0.28
C 2.19 1.10 -1.07
C 3.37 1.89 -0.47
P -0.54 -0.51 -0.63
N -0.63 -0.46 -2.30
C -0.05 -1.35 -2.91
S 0.69 -2.46 -3.67
N -1.92 0.16 0.07
C -2.91 -0.91 0.42
C -2.88 -1.35 1.84
O -3.61 -1.35 -0.43
C -2.42 1.28 -0.67
C -3.85 1.64 -0.49
O -1.63 1.90 -1.33
H 3.37 -1.55 2.59
H 4.15 -0.60 1.35
H 2.99 0.15 2.45
H 1.36 -1.75 1.46
H 2.48 -1.73 0.11
H 1.53 1.79 -1.59
H 2.56 0.35 -1.77
H 3.69 1.52 0.50
H 3.11 2.94 -0.35
H 4.23 1.84 -1.13
H -0.62 -1.86 -0.27
H -2.35 -2.30 1.90
H -2.33 -0.64 2.46
H -3.89 -1.45 2.22
H -4.46 1.15 -1.26
H -3.92 2.72 -0.58
H -4.22 1.35 0.49
*
```

**HOMO**: -12.68 eV
**Frontier orbital gap**: 8.939 eV
**F_max**: 1.40 eV/A
**Energy**: -46090.24120 eV



10.
Density functional theory data (the ωB97M-V functional and the def2-TZVPD basis) for a molecular structure, C33H44CaN2O8P2.

Geometry as ORCA input:
```
! wB97M-V def2-TZVPD RIJCOSX def2/J DEFGRID3
* xyz 0 1
Ca 0.37 0.36 -0.05
C 4.42 0.02 3.13
C 4.99 -0.09 1.72
C 6.52 -0.07 1.75
O 4.56 1.01 0.91
P 3.04 1.27 0.49
O 1.96 0.63 1.26
C 2.94 3.05 1.00
P 1.34 3.52 0.25
O 0.41 2.49 -0.23
O 1.72 4.48 -0.97
C 2.34 5.75 -0.74
C 1.27 6.83 -0.79
C 3.42 5.98 -1.80
O 0.70 4.47 1.37
C -0.66 4.31 1.82
C -1.63 5.02 0.89
C -0.74 4.86 3.23
O 2.79 1.50 -1.08
C 3.79 1.98 -1.98
C 4.75 0.86 -2.36
C 3.04 2.53 -3.18
H 4.73 -0.85 3.71
H 3.33 0.04 3.07
H 4.77 0.92 3.61
H 4.65 -1.01 1.25
H 6.88 0.84 2.23
H 6.91 -0.11 0.73
H 6.88 -0.93 2.30
H 3.76 3.67 0.66
H 2.88 3.10 2.09
H 2.80 5.75 0.25
H 0.82 6.87 -1.78
H 1.70 7.80 -0.55
H 0.49 6.59 -0.07
H 2.96 6.00 -2.79
H 4.16 5.19 -1.78
H 3.91 6.93 -1.62
H -0.89 3.24 1.81
H -1.47 6.09 0.90
H -2.65 4.81 1.21
H -1.52 4.63 -0.12
H -0.51 5.92 3.25
H -0.05 4.33 3.89
H -1.75 4.71 3.60
H 4.36 2.79 -1.49
H 4.19 0.04 -2.81
H 5.25 0.49 -1.47
H 5.49 1.22 -3.07
H 2.44 1.73 -3.63
H 3.73 2.92 -3.93
H 2.36 3.32 -2.86
C -3.56 -3.45 -1.77
C -2.42 -2.92 -2.37
C -1.84 -1.77 -1.89
C -2.37 -1.10 -0.78
C -3.52 -1.65 -0.19
C -4.10 -2.80 -0.67
N -1.75 0.00 -0.23
C -2.58 0.88 0.43
C -3.69 1.46 -0.22
C -4.50 2.37 0.42
C -4.26 2.71 1.74
C -3.17 2.15 2.40
C -2.33 1.26 1.76
H -4.00 -4.37 -2.13
H -2.00 -3.43 -3.23
H -0.94 -1.36 -2.37
H -3.92 -1.18 0.70
H -4.98 -3.20 -0.18
H -3.87 1.18 -1.25
H -5.33 2.81 -0.11
H -4.91 3.40 2.25
H -2.99 2.41 3.44
H -1.50 0.78 2.29
O 3.33 -0.81 -0.43
C 2.55 -1.76 -0.25
N 1.25 -1.67 -0.03
C 0.75 -2.90 0.35
O -0.35 -3.08 0.81
C 1.85 -3.91 0.18
C 1.92 -5.28 0.33
C 3.14 -5.90 0.09
C 4.27 -5.17 -0.27
C 4.20 -3.78 -0.41
C 2.99 -3.18 -0.18
H 1.05 -5.85 0.59
H 3.22 -6.97 0.19
H 5.20 -5.68 -0.45
H 5.07 -3.20 -0.70
*
```

**HOMO**: -6.10 eV
**Frontier orbital gap**: 6.378 eV
**ΔE to the lowest compared entry with this formula, charge and spin**: 52.5 kcal per mole
**F_max**: 3.05 eV/A
**Energy**: -91320.09826 eV



11.
Density functional theory data (the ωB97M-V functional and the def2-TZVPD basis) for a molecular structure, C43H45IN6O4P2S3W.

Geometry as ORCA input:
```
! wB97M-V def2-TZVPD RIJCOSX def2/J DEFGRID3
* xyz 2 1
W -0.80 -1.34 0.09
N -3.07 -2.41 -0.23
N -2.91 -3.13 -1.45
C -1.76 -2.89 -2.22
O -1.70 -3.24 -3.36
O -0.80 -2.34 -1.51
H -3.47 -3.04 0.47
H -3.72 -1.62 -0.35
H -3.74 -3.37 -1.98
C 1.80 1.95 0.13
C 1.30 1.50 1.50
P 0.86 -0.28 1.74
C 0.71 -0.35 3.57
C 0.63 0.76 4.40
C 0.67 0.60 5.78
C 0.76 -0.67 6.34
C 0.83 -1.78 5.51
C 0.80 -1.62 4.14
C 2.40 -1.26 1.71
C 2.38 -2.46 1.02
C 3.41 -3.38 1.15
C 4.48 -3.09 1.99
C 4.52 -1.88 2.66
C 3.49 -0.96 2.54
C 0.93 1.51 -1.05
P 1.22 -0.29 -1.41
C 0.74 -0.72 -3.12
C 1.10 -2.02 -3.48
C 0.80 -2.51 -4.74
C 0.14 -1.69 -5.64
C -0.19 -0.39 -5.30
C 0.11 0.10 -4.04
C 3.03 -0.09 -1.74
C 4.08 -0.53 -0.96
C 5.38 -0.09 -1.21
C 5.63 0.76 -2.27
C 4.59 1.15 -3.10
C 3.30 0.74 -2.84
H 2.82 1.61 -0.01
H 1.83 3.04 0.13
H 0.38 2.05 1.75
H 2.06 1.75 2.25
H 0.57 1.76 4.00
H 0.65 1.46 6.42
H 0.79 -0.79 7.41
H 0.92 -2.77 5.93
H 0.89 -2.49 3.50
H 1.55 -2.65 0.34
H 3.37 -4.32 0.62
H 5.26 -3.81 2.12
H 5.36 -1.65 3.30
H 3.53 -0.04 3.10
H 1.20 2.10 -1.93
H -0.13 1.69 -0.84
H 1.61 -2.66 -2.76
H 1.08 -3.51 -5.01
H -0.12 -2.07 -6.62
H -0.68 0.25 -6.02
H -0.15 1.12 -3.78
H 3.92 -1.21 -0.14
H 6.17 -0.42 -0.56
H 6.64 1.11 -2.45
H 4.78 1.79 -3.94
H 2.51 1.05 -3.49
C -1.96 3.06 4.21
N -2.17 1.98 3.26
C -2.14 1.98 1.93
S -2.45 0.41 1.18
N -1.97 2.99 1.13
C -1.88 4.42 1.39
H -1.64 2.62 5.15
H -2.87 3.63 4.38
H -1.18 3.73 3.86
H -2.48 1.11 3.68
H -1.98 2.77 0.11
H -0.85 4.71 1.56
H -2.50 4.72 2.23
H -2.23 4.93 0.49
I -0.40 -4.76 0.20
C -1.26 -3.81 1.89
C -1.79 -4.62 2.87
C -2.36 -4.05 4.01
C -2.34 -2.66 4.09
C -1.79 -1.92 3.07
N -1.27 -2.44 1.91
H -1.73 -5.69 2.76
H -2.77 -4.67 4.79
H -2.75 -2.15 4.95
H -1.78 -0.84 3.13
O -0.52 4.14 -2.65
S -1.91 3.96 -2.35
O -2.56 4.95 -1.55
N -1.97 2.48 -1.52
C -2.36 1.55 -2.33
S -2.28 -0.11 -1.98
C -2.85 1.98 -3.65
C -3.32 1.18 -4.68
C -3.76 1.81 -5.83
C -3.77 3.20 -5.94
C -3.27 4.00 -4.91
C -2.80 3.36 -3.79
H -3.31 0.11 -4.59
H -4.11 1.21 -6.66
H -4.15 3.66 -6.83
H -3.26 5.07 -5.00
*
```

**HOMO (alpha / beta)**: -12.82 / -12.81 eV
**Frontier orbital gap (alpha / beta)**: 6.343 / 6.531 eV
**ΔE to the lowest compared entry with this formula, charge and spin**: 57.1 kcal per mole
**F_max**: 3.26 eV/A
**Energy**: -123447.84938 eV



Copy entry 2 word for word.
Density functional theory data (the ωB97M-V functional and the def2-TZVPD basis) for a gas-phase ion, C3H7N2 (charge +1).

Geometry as ORCA input:
```
! wB97M-V def2-TZVPD RIJCOSX def2/J DEFGRID3
* xyz 1 3
C -1.01 0.20 0.26
C -0.31 1.43 -0.04
C 1.41 -0.51 0.11
N 0.60 0.42 0.73
N -2.02 -0.55 0.10
H -0.28 1.51 -1.09
H -0.53 2.45 0.42
H 1.11 -0.61 -0.96
H 2.41 -0.26 0.10
H 1.19 -1.46 0.51
H -3.04 -0.17 -0.09
H -1.98 -1.50 0.48
*
```

**⟨S²⟩**: 2.0069
**HOMO (alpha / beta)**: -11.39 / -16.14 eV
**Frontier orbital gap (alpha / beta)**: 7.526 / 7.740 eV
**ΔE to the lowest compared entry with this formula, charge and spin**: 56.8 kcal per mole
**F_max**: 5.74 eV/A
**Energy**: -6190.14742 eV



Q: Among the records above, which one has the highest energy?
A: C3H7N2



Q: The highest energy belongs to which entry?
A: C3H7N2